Version A
25
Properties=species:S:1:pos:R:3 method="wB97M-V/def2-TZVPD" lumo_ev=0.901 molar_mass_g_mol=132.21 smiles="C[C@H](N)C(N)=O.CCC"
C -3.02 0.36 -0.39
C -1.64 -0.26 -0.20
N -1.63 -1.69 0.03
C -0.90 0.50 0.99
N -0.46 -0.33 1.96
O -0.99 1.70 1.13
H -3.66 0.12 0.46
H -3.48 -0.01 -1.31
H -2.94 1.44 -0.46
H -1.04 -0.06 -1.09
H -1.79 -2.19 -0.84
H -2.38 -1.95 0.67
H -0.40 -1.31 1.75
H -0.07 0.07 2.80
C 2.69 0.36 0.69
C 2.04 -0.26 -0.53
C 1.90 0.73 -1.67
H 3.68 0.75 0.44
H 2.81 -0.37 1.49
H 2.07 1.17 1.07
H 2.63 -1.12 -0.86
H 0.99 -0.62 -0.27
H 1.26 1.56 -1.36
H 1.47 0.26 -2.55
H 2.87 1.14 -1.95

***

Version B
25
Properties=species:S:1:pos:R:3 method="wB97M-V/def2-TZVPD" lumo_ev=0.915 molar_mass_g_mol=132.21
C -1.00 -0.07 -0.92
C -1.52 1.18 -0.27
C -1.63 -0.54 -2.21
C -1.54 1.38 1.22
N -0.19 1.15 -0.91
N -0.46 -1.14 -0.14
H -0.18 1.61 -1.82
H -2.31 1.70 -0.80
H -0.01 -0.88 0.76
H -1.13 -1.87 0.05
H -2.01 0.30 -2.79
H -0.89 -1.08 -2.81
H -2.46 -1.22 -2.01
H -2.49 1.04 1.64
H -1.42 2.44 1.47
H -0.73 0.83 1.70
C 1.98 -1.32 -0.26
C 2.30 0.15 1.93
O 1.56 -0.95 1.50
H 2.33 0.17 3.02
H 3.34 0.09 1.57
H 1.62 -2.05 -0.96
H 2.01 -0.30 -0.64
H 2.93 -1.69 0.12
H 1.88 1.10 1.56

***

Stability, highest: version A

***

Version A
21
Properties=species:S:1:pos:R:3 method="wB97M-V/def2-TZVPD" lumo_ev=0.434 molar_mass_g_mol=110.15 smiles="C/C=C/C.O.O.O"
C -2.62 -0.23 0.94
C -2.12 -0.62 -0.38
C -0.79 -1.07 -0.76
C -0.46 -1.66 -2.09
H -2.87 0.85 0.88
H -3.42 -0.91 1.18
H -1.82 -0.32 1.68
H -2.69 -0.34 -1.38
H 0.00 -0.61 -0.01
H -1.07 -1.26 -2.87
H -0.57 -2.73 -2.06
H 0.60 -1.47 -2.35
O 1.68 0.83 0.51
H 2.38 1.49 0.70
H 1.12 1.29 -0.21
O 1.05 3.72 2.58
H 1.79 3.32 3.14
H 0.32 3.86 3.16
O 3.14 -1.75 -0.70
H 2.68 -0.95 -0.44
H 3.66 -1.45 -1.51

***

Version B
21
Properties=species:S:1:pos:R:3 method="wB97M-V/def2-TZVPD" lumo_ev=0.470 molar_mass_g_mol=110.15 smiles="C=CCC.O.O.O"
C 1.65 -1.29 -1.68
C 0.59 -2.08 -1.50
C -0.82 -1.73 -2.03
C -1.30 -0.58 -1.13
H 2.54 -1.22 -1.07
H 1.73 -0.74 -2.62
H 0.58 -3.00 -0.92
H -1.40 -2.65 -2.09
H -0.68 -1.33 -3.04
H -1.58 -1.02 -0.16
H -2.18 -0.07 -1.50
H -0.47 0.08 -0.87
O 2.35 4.17 0.48
H 2.92 4.87 0.83
H 2.81 3.80 -0.29
O -0.13 -1.79 5.36
H 0.15 -1.55 4.48
H -1.00 -2.17 5.35
O -2.21 3.01 0.98
H -1.27 3.19 0.81
H -2.28 2.12 0.60

***

Stability, highest: version B

***

Version A
19
Properties=species:S:1:pos:R:3 method="wB97M-V/def2-TZVPD" lumo_ev="3.533 / 1.872" molar_mass_g_mol=187.20 s_squared=2.0171 charge=-1 spin_multiplicity=3
C 1.31 -1.11 0.47
C 0.86 -0.25 1.38
C 1.88 -0.19 2.35
C -3.03 0.71 -1.89
C -0.52 0.35 1.43
C -0.25 1.21 -1.99
N 2.83 -1.01 2.02
N 2.50 -1.53 0.84
O -0.86 1.04 2.39
O -1.31 0.09 0.46
O -1.08 -1.11 -2.00
S -1.46 0.23 -1.57
H 0.89 -1.28 -0.54
H -3.91 0.25 -1.60
H -3.15 1.74 -1.67
H 0.64 0.66 -2.25
H -0.14 2.21 -1.69
H 1.61 0.24 3.32
H 3.18 -2.23 0.54

***

Version B
19
Properties=species:S:1:pos:R:3 method="wB97M-V/def2-TZVPD" lumo_ev="3.345 / 0.798" molar_mass_g_mol=187.20 s_squared=2.0243 charge=-1 spin_multiplicity=3
C -0.45 2.52 -1.32
C 0.28 0.75 -0.29
C -1.09 0.85 -0.09
C 2.54 -2.01 0.63
C 2.49 -0.80 0.25
C -1.93 0.12 0.90
N -1.49 1.93 -0.75
N 0.64 1.75 -1.15
O 3.88 0.62 1.78
O 3.29 1.68 -0.41
O 4.89 -0.17 -0.27
S 3.75 0.54 0.29
H -0.55 3.35 -2.00
H 3.44 -2.50 1.07
H 1.66 -2.63 0.82
H -2.00 0.82 1.76
H -2.92 -0.12 0.59
H -1.16 -0.68 1.10
H 1.59 1.91 -1.32

***

Stability, highest: version B

***

Version A
66
Properties=species:S:1:pos:R:3 method="wB97M-V/def2-TZVPD" lumo_ev=0.588 molar_mass_g_mol=352.46 smiles=CO.CO.CO.CO.CO.CO.CO.CO.CO.CO.CO
C 1.83 0.40 -2.65
O 1.03 -0.47 -1.81
H 1.21 0.73 -3.52
H 2.06 1.29 -2.11
H 2.72 -0.21 -3.05
H 1.63 -0.79 -1.07
C -2.05 -4.77 0.40
O -1.13 -3.85 1.00
H -2.56 -4.28 -0.43
H -1.48 -5.67 0.13
H -2.76 -5.16 1.18
H -1.64 -3.08 0.99
C -0.29 -3.33 -3.79
O 0.82 -3.28 -2.90
H -0.42 -2.39 -4.36
H 0.01 -4.19 -4.43
H -1.20 -3.51 -3.26
H 0.87 -2.45 -2.46
C 4.78 1.19 -0.46
O 3.35 1.39 -0.25
H 5.27 1.07 0.48
H 4.96 0.27 -1.06
H 5.12 2.07 -1.01
H 3.06 0.60 0.28
C -5.36 1.80 1.92
O -4.38 2.60 1.30
H -5.20 1.75 2.99
H -6.38 2.13 1.69
H -5.37 0.79 1.56
H -4.65 3.51 1.33
C -0.32 3.19 -2.05
O 0.66 3.70 -2.98
H 0.11 3.25 -1.10
H -1.19 3.87 -2.06
H -0.75 2.21 -2.23
H 0.25 3.75 -3.88
C 2.05 -2.20 1.03
O 3.01 -1.52 0.23
H 1.77 -3.19 0.55
H 2.37 -2.41 2.02
H 1.20 -1.52 1.08
H 3.46 -2.23 -0.26
C -0.67 0.43 0.93
O -1.22 0.34 -0.40
H 0.44 0.51 0.81
H -0.94 1.32 1.45
H -0.92 -0.42 1.55
H -0.59 -0.16 -0.95
C 1.25 4.27 1.76
O 1.63 2.95 1.48
H 2.09 4.94 1.93
H 0.60 4.70 0.98
H 0.64 4.26 2.70
H 2.31 2.87 0.80
C -4.10 -1.41 -0.76
O -3.26 -1.35 0.40
H -4.99 -0.80 -0.61
H -3.58 -1.12 -1.68
H -4.40 -2.46 -0.82
H -2.62 -0.63 0.28
C 1.83 -0.13 4.05
O 2.89 0.58 3.42
H 0.94 -0.20 3.41
H 2.16 -1.15 4.13
H 1.58 0.20 5.07
H 2.51 1.44 3.09

***

Version B
66
Properties=species:S:1:pos:R:3 method="wB97M-V/def2-TZVPD" lumo_ev=-0.005 molar_mass_g_mol=352.46 smiles=CO.CO.CO.CO.CO.CO.CO.CO.CO.CO.CO
C 0.79 -0.49 -3.37
O -0.14 -1.19 -2.56
H 0.62 0.59 -3.38
H 1.78 -0.66 -2.94
H 0.83 -0.85 -4.39
H 0.23 -2.05 -2.32
C -0.96 -3.77 1.02
O -0.91 -5.10 1.56
H -1.57 -3.03 1.53
H 0.06 -3.38 1.12
H -1.09 -3.81 -0.06
H -1.55 -5.64 1.08
C -1.57 -3.17 -4.96
O -2.31 -2.43 -3.99
H -1.12 -4.05 -4.51
H -2.28 -3.37 -5.76
H -0.84 -2.45 -5.32
H -1.64 -1.98 -3.47
C 3.43 1.49 0.23
O 2.32 2.02 0.95
H 4.39 1.87 0.58
H 3.42 0.41 0.27
H 3.35 1.81 -0.81
H 2.29 1.53 1.78
C -3.51 2.61 1.01
O -3.55 3.50 2.07
H -3.64 1.59 1.36
H -4.29 2.89 0.31
H -2.56 2.75 0.48
H -3.37 4.41 1.83
C 1.05 3.20 -2.51
O 0.71 4.06 -3.57
H 1.26 3.72 -1.58
H 0.28 2.45 -2.38
H 1.90 2.61 -2.83
H -0.03 3.67 -4.04
C 2.87 -2.87 2.51
O 4.06 -3.20 1.78
H 2.12 -3.66 2.47
H 3.06 -2.69 3.57
H 2.48 -2.05 1.90
H 4.49 -3.94 2.21
C -0.49 0.14 0.50
O -1.50 -0.16 -0.41
H -0.01 -0.75 0.91
H 0.27 0.62 -0.11
H -0.85 0.76 1.31
H -1.09 -0.54 -1.19
C 0.00 4.55 1.43
O 1.39 4.62 1.68
H -0.19 4.88 0.40
H -0.35 3.53 1.57
H -0.59 5.20 2.08
H 1.75 3.81 1.32
C -4.13 -2.11 -0.02
O -4.02 -0.71 0.04
H -5.17 -2.45 -0.03
H -3.69 -2.50 -0.93
H -3.68 -2.55 0.87
H -3.12 -0.41 -0.12
C 2.75 0.60 4.13
O 1.74 0.41 3.12
H 3.41 1.41 3.83
H 2.34 0.81 5.12
H 3.28 -0.35 4.14
H 1.09 -0.16 3.53

***

Version C
66
Properties=species:S:1:pos:R:3 method="wB97M-V/def2-TZVPD" lumo_ev=-0.042 molar_mass_g_mol=352.46
C -1.26 -1.82 -2.13
O 0.10 -1.63 -2.41
H -1.80 -2.35 -2.92
H -1.31 -2.54 -1.31
H -1.80 -0.92 -1.84
H 0.33 -1.84 -3.32
C 1.81 2.92 -0.84
O 1.97 2.77 -2.25
H 1.83 3.99 -0.64
H 0.88 2.46 -0.50
H 2.67 2.55 -0.29
H 2.71 3.23 -2.65
C 2.08 -0.26 3.03
O 1.37 0.68 2.29
H 3.13 0.05 3.00
H 1.74 -0.39 4.05
H 1.99 -1.26 2.61
H 1.21 1.41 2.89
C 1.43 0.25 -2.82
O 1.84 -0.58 -3.88
H 1.27 -0.45 -2.00
H 2.21 0.91 -2.45
H 0.54 0.82 -3.11
H 2.33 -1.24 -3.39
C 2.94 0.53 0.08
O 4.02 0.47 -0.82
H 2.88 -0.36 0.69
H 3.15 1.34 0.78
H 1.96 0.67 -0.38
H 4.76 0.04 -0.38
C 0.44 -3.13 0.07
O 0.42 -3.52 -1.30
H -0.01 -3.99 0.56
H 1.49 -2.97 0.31
H -0.10 -2.21 0.30
H 0.24 -2.72 -1.80
C -0.35 -0.14 -0.13
O 0.39 1.05 0.21
H -0.03 -0.92 0.56
H -1.42 0.02 0.06
H -0.20 -0.52 -1.14
H 0.20 1.22 1.14
C -0.65 -1.41 2.83
O -0.45 -2.59 3.64
H -1.69 -1.26 2.54
H -0.35 -0.55 3.44
H -0.13 -1.64 1.90
H -0.20 -3.31 3.05
C -0.91 3.23 0.58
O -0.30 3.75 1.78
H -0.24 3.01 -0.25
H -1.61 2.40 0.68
H -1.48 4.09 0.22
H -0.91 4.15 2.41
C -3.22 -1.94 0.40
O -2.24 -1.13 1.01
H -2.74 -2.55 -0.36
H -3.60 -2.66 1.13
H -3.94 -1.33 -0.14
H -2.78 -0.40 1.33
C -3.18 1.32 -0.93
O -4.54 1.38 -0.48
H -2.77 2.32 -0.79
H -2.60 0.61 -0.34
H -2.94 1.09 -1.96
H -4.57 1.84 0.36

***

Stability, highest: version A

***

Version A
10
Properties=species:S:1:pos:R:3 method="wB97M-V/def2-TZVPD" lumo_ev=1.027 molar_mass_g_mol=80.04 smiles="C=CF.P"
C -2.27 0.80 -0.10
C -1.79 -0.29 0.45
F -1.33 -1.20 -0.41
H -2.41 0.85 -1.14
H -2.69 1.74 0.47
H -1.46 -0.45 1.47
P 2.89 0.13 -0.22
H 3.14 -0.77 -1.23
H 4.10 -0.11 0.37
H 1.82 -0.71 0.33

***

Version B
10
Properties=species:S:1:pos:R:3 method="wB97M-V/def2-TZVPD" lumo_ev=1.035 molar_mass_g_mol=80.04 smiles=C[C@H](F)P
C 0.64 -0.56 -0.08
C -0.48 -0.17 -1.03
F -0.01 0.22 -2.32
P -1.31 1.49 -0.28
H 1.32 0.22 0.34
H 0.22 -1.10 0.83
H 1.29 -1.14 -0.56
H -1.41 -0.81 -1.13
H -0.88 1.18 1.07
H -0.24 2.21 -0.62

***

Stability, highest: version B

***

Version A
13
Properties=species:S:1:pos:R:3 method="wB97M-V/def2-TZVPD" lumo_ev="3.995 / 3.995" molar_mass_g_mol=108.55 smiles=CC(C)N([O-])Cl charge=-1
C -0.94 -0.70 0.90
C 0.20 0.14 0.31
C -0.33 0.92 -1.00
N 1.36 -0.74 0.24
O 1.34 -1.54 -0.73
Cl 3.01 0.63 0.33
H -1.32 -1.53 0.12
H -0.71 -1.33 1.70
H -1.79 -0.13 0.98
H 0.37 1.00 1.03
H -0.39 0.06 -1.77
H 0.43 1.76 -1.29
H -1.21 1.44 -0.84

***

Version B
13
Properties=species:S:1:pos:R:3 method="wB97M-V/def2-TZVPD" lumo_ev=3.677 molar_mass_g_mol=108.55 charge=-1
Cl 0.65 0.94 -3.28
C 1.37 1.18 0.21
C 0.37 0.26 0.80
O 0.30 0.02 2.03
N -0.37 -0.46 -0.04
C -1.50 -1.34 0.26
H 0.84 1.90 -0.42
H 2.10 0.73 -0.46
H 1.91 1.83 0.89
H -0.28 -0.36 -1.04
H -1.11 -2.24 0.74
H -2.07 -1.65 -0.61
H -2.19 -0.82 0.93

***

Stability, highest: version B